Formula: C7H10BrCl2NO2
Source: the Open Molecules 2025 dataset
Level of theory: ωB97M-V/def2-TZVPD

The SMILES is O=[N+]([O-])C(Cl)(Cl)CC1(Br)CCCC1. The HOMO energy is -0.3616 Ha. The energy relative to the best compared isomer or geometry (same formula, charge and spin) is 0.00 kcal per mole. The value obtained for the LUMO energy is -0.2 eV.

Last column: Löwdin charge in e.
Geometry (Å):
O  2.1070  -0.4827  -3.0206  0.06
N  0.9574  -0.6080  -3.3552  -0.49
O  0.5509  -1.1160  -4.3404  0.09
C  -0.0049  -0.0695  -2.2921  -0.97
Cl  -1.6606  -0.6375  -2.6759  0.65
Cl  0.2279  1.7052  -2.4078  0.70
C  0.6079  -0.5075  -0.8105  -0.19
C  -0.4288  -0.5742  0.3149  -0.76
Br  -1.7831  -2.0341  0.1039  0.68
C  -1.1251  0.7445  0.5248  -0.24
C  -0.8058  1.2359  1.9552  -0.18
C  0.4792  0.5687  2.3258  -0.22
C  0.4163  -0.8570  1.6836  -0.17
H  0.9813  -1.4712  -1.0570  0.11
H  1.2083  0.2766  -0.6607  0.05
H  -2.1302  0.4909  0.1715  0.08
H  -0.7365  1.6501  0.0028  0.09
H  -1.6304  0.8106  2.5097  0.11
H  -0.5534  2.3012  2.1348  0.12
H  1.4638  1.0277  1.8810  0.15
H  0.6390  0.2888  3.3133  0.08
H  1.4468  -1.2243  1.3144  0.13
H  -0.2267  -1.5180  2.3845  0.12